[1]
This record from the Open Molecules 2025 dataset describes a cluster of 18 separate species, C27H20Cl69IN3 in total. The level of theory is ωB97M-V/def2-TZVPD.

Structure (XYZ):
```
120
C27H20Cl69IN3 | the Open Molecules 2025 dataset | ωB97M-V/def2-TZVPD
C 3.9748 -0.5073 0.5687
N 2.6869 -0.4617 -0.1375
C 1.8017 -1.4342 -0.0618
N 2.0338 -2.5934 0.6869
C 1.0631 -3.6479 0.2602
C 1.8058 -4.9128 -0.2165
C 1.0522 -6.2288 0.0875
C 1.1706 -7.2504 -1.0565
Cl 2.8873 -7.6458 -1.3981
C 0.2994 -2.9122 -0.9076
C -1.1477 -3.3039 -1.2719
C -2.2456 -2.4441 -0.6191
C -2.5483 -2.7500 0.8570
I -1.2359 -1.8555 2.2893
N 0.5712 -1.4598 -0.6960
H 3.8436 -0.7753 1.6250
H 4.6441 -1.2196 0.0666
H 4.4539 0.4803 0.5286
H 2.4693 0.3588 -0.6833
H 2.0943 -2.4372 1.6856
H 0.3956 -3.8525 1.1135
H 2.0270 -4.8567 -1.2917
H 2.7805 -4.9366 0.2972
H 1.4813 -6.6992 0.9887
H -0.0176 -6.0513 0.2608
H 0.6675 -8.1904 -0.8136
H 0.7306 -6.8585 -1.9880
H 0.8933 -3.1733 -1.8036
H -1.2526 -3.2345 -2.3641
H -1.2962 -4.3543 -0.9569
H -2.0674 -1.3735 -0.7873
H -3.1967 -2.6839 -1.1435
H -3.5340 -2.3333 1.1159
H -2.6022 -3.8332 1.0332
H 0.5465 -0.9207 -1.5604
C 7.8308 0.8213 0.3523
Cl 7.0157 0.0305 -1.0310
Cl 7.8080 2.5639 0.1118
Cl 6.9599 0.4302 1.8512
Cl 9.4858 0.2579 0.5013
C -0.3872 1.7053 -2.8974
Cl -1.6031 0.5000 -2.4495
Cl 1.0837 0.8613 -3.4615
Cl -1.0132 2.7037 -4.1966
Cl 0.0127 2.7097 -1.5058
C -1.2083 0.6162 -8.3393
Cl -0.3732 0.7792 -6.7835
Cl -2.0168 2.1384 -8.7204
Cl -0.0376 0.2319 -9.6007
Cl -2.4051 -0.6779 -8.2239
C -6.1558 -3.6797 -1.7848
Cl -5.1979 -2.9602 -3.0943
Cl -5.1667 -4.8298 -0.8725
Cl -6.7116 -2.3944 -0.7096
Cl -7.5365 -4.5360 -2.4574
C -4.6905 -2.5629 5.2372
Cl -5.8690 -3.2531 6.3530
Cl -3.1805 -2.2398 6.0890
Cl -4.3693 -3.7197 3.9350
Cl -5.3228 -1.0630 4.5502
C 1.6399 5.3126 1.1714
Cl 1.9796 6.0850 2.7108
Cl 2.7421 3.9409 0.9357
Cl -0.0330 4.7332 1.1474
Cl 1.8455 6.4643 -0.1463
C 0.0063 8.8777 -3.2951
Cl -0.2382 7.1960 -2.7960
Cl 0.6309 9.8054 -1.9247
Cl 1.1610 8.9383 -4.6274
Cl -1.5300 9.5667 -3.8213
C 3.2101 11.0513 -7.8197
Cl 3.5196 12.1325 -9.1787
Cl 4.0798 9.5303 -8.0624
Cl 3.7600 11.8085 -6.3209
Cl 1.4780 10.7220 -7.7043
C -4.7883 -8.9007 -0.5570
Cl -5.2176 -10.4149 0.2251
Cl -6.2377 -8.0262 -1.0371
Cl -3.8457 -7.8783 0.5511
Cl -3.8137 -9.2359 -1.9961
C 11.2122 -1.9978 -2.6325
Cl 12.3459 -1.2809 -1.4788
Cl 11.6592 -1.5223 -4.2713
Cl 11.2589 -3.7565 -2.4887
Cl 9.5793 -1.4184 -2.2703
C 8.0142 6.6124 0.2801
Cl 9.0341 7.8229 -0.4938
Cl 9.0183 5.5230 1.2437
Cl 6.8346 7.4046 1.3268
Cl 7.1592 5.6824 -0.9660
C -1.0403 6.5224 5.8529
Cl -0.4377 4.8758 5.6124
Cl -1.3084 7.2834 4.2841
Cl -2.5619 6.4701 6.7453
Cl 0.1503 7.4434 6.7897
C 2.7299 10.0438 3.3997
Cl 1.8740 9.9963 1.8502
Cl 2.8057 11.7039 3.9867
Cl 1.8613 9.0386 4.5661
Cl 4.3674 9.4125 3.1820
C -4.1644 12.9266 -5.0545
Cl -3.6042 13.4168 -6.6550
Cl -5.7960 13.5393 -4.7819
Cl -4.1770 11.1581 -4.9545
Cl -3.0733 13.5689 -3.8227
C -6.0803 -8.3521 4.3042
Cl -5.9621 -10.1148 4.3128
Cl -6.4824 -7.7995 2.6726
Cl -7.3371 -7.8400 5.4259
Cl -4.5257 -7.6541 4.7842
C -0.7219 -5.3770 7.2192
Cl -2.4802 -5.3947 7.3301
Cl -0.0499 -6.7763 8.0538
Cl -0.2506 -5.4250 5.5090
Cl -0.1013 -3.8913 7.9502
C -10.4590 -10.3296 5.8339
Cl -9.8785 -9.8461 4.2373
Cl -9.2173 -11.2973 6.6372
Cl -10.7882 -8.8825 6.7966
Cl -11.9370 -11.2783 5.6686
```

Results
total charge: +1
lowest unoccupied orbital energy: -2.3 eV

---

[2]
This record from the Open Molecules 2025 dataset describes a structure of composition C27H20N4O2PtS2Sb. The level of theory is ωB97M-V/def2-TZVPD.

Structure (XYZ):
```
57
C27H20N4O2PtS2Sb | the Open Molecules 2025 dataset | ωB97M-V/def2-TZVPD
Pt -0.0198 0.1119 0.5045
S 2.2119 -0.3267 0.0456
C 1.7526 0.0861 1.6683
S 0.7622 -0.9747 2.5804
C 2.1461 1.4696 2.1576
C 1.5890 2.4782 1.4884
N 1.6621 3.8810 1.6690
C 3.0357 1.5970 3.2662
N 3.7643 1.7029 4.1522
C -2.8186 4.7200 -3.6118
C -1.6467 4.1226 -4.0492
C -0.8133 3.4699 -3.1476
C -1.1334 3.3951 -1.7926
C -2.3086 4.0148 -1.3661
C -3.1432 4.6679 -2.2638
Sb 0.2679 2.4990 -0.3532
C 1.9661 2.5685 -1.6655
C 2.0742 1.6677 -2.7229
C 3.1942 1.6587 -3.5401
C 4.2327 2.5508 -3.3026
C 4.1412 3.4437 -2.2464
C 3.0132 3.4527 -1.4328
C 0.6580 4.4063 0.6808
C 0.8715 5.7278 0.0951
C 1.0186 6.8163 0.8667
C 0.7662 6.7641 2.2948
C 0.3609 5.6341 2.8921
C 0.3511 4.3594 2.1712
H -3.4690 5.2292 -4.3128
H -1.3720 4.1653 -5.0968
H 0.1012 3.0271 -3.5188
H -2.5635 4.0080 -0.3150
H -4.0483 5.1441 -1.9045
H 1.2842 0.9437 -2.8974
H 3.2636 0.9460 -4.3533
H 5.1143 2.5399 -3.9320
H 4.9537 4.1312 -2.0438
H 2.9701 4.1446 -0.5986
H 0.8795 5.8126 -0.9868
H 1.2131 7.7825 0.4151
H 0.7913 7.6918 2.8543
H -0.0031 5.6489 3.9127
H -0.3139 3.5815 2.5275
C -5.0303 -1.8011 -0.1459
N -4.2387 -0.6442 0.2331
C -4.8111 0.5169 0.6515
C -4.0706 1.5801 0.9978
C -2.6277 1.4808 0.9159
O -1.8963 2.4467 1.2007
N -2.0898 0.3024 0.4975
C -2.8471 -0.7848 0.1485
O -2.3803 -1.8460 -0.2218
H -6.0833 -1.5550 -0.0238
H -4.7760 -2.6555 0.4792
H -4.8326 -2.0736 -1.1815
H -5.8929 0.5218 0.6829
H -4.5142 2.5044 1.3303
```

Results
total charge: -1
lowest unoccupied orbital energy: 2.4 eV

---

[3]
This record from the Open Molecules 2025 dataset describes a structure of composition C27H21BrCoIN4O6. The level of theory is ωB97M-V/def2-TZVPD.

Structure (XYZ):
```
61
C27H21BrCoIN4O6 | the Open Molecules 2025 dataset | ωB97M-V/def2-TZVPD
Co 0.4667 -0.2432 0.8797
C -3.2667 1.6524 2.2245
C -2.5663 2.2861 1.0691
N -3.1792 3.1862 0.3454
C -2.5634 3.7198 -0.7321
C -1.2914 3.4021 -1.1180
C -0.6812 4.0905 -2.3060
O -0.0621 3.1361 -3.1693
C -0.5920 2.4431 -0.3432
C 0.7767 2.1291 -0.6165
N 1.4389 1.1562 -0.0860
C 2.8387 1.0974 -0.3256
C 3.5938 2.2703 -0.3339
C 4.9478 2.2453 -0.6163
C 5.5828 1.0404 -0.8737
C 4.8591 -0.1407 -0.8225
C 3.5034 -0.1071 -0.5394
I 2.4513 -1.9023 -0.4210
C -1.2346 1.8633 0.7581
O -0.6574 1.0095 1.5561
H -4.2208 2.1472 2.3870
H -2.6569 1.6990 3.1272
H -3.4293 0.5978 1.9933
H -3.1455 4.4388 -1.2977
H 0.0616 4.8286 -1.9756
H -1.4733 4.6298 -2.8290
H -0.0190 3.5024 -4.0567
H 1.3004 2.7736 -1.3170
H 3.1085 3.2050 -0.0852
H 5.5101 3.1693 -0.6156
H 6.6414 1.0124 -1.0931
H 5.3471 -1.0899 -0.9944
O 1.6675 -0.1482 2.3686
N 1.6505 -1.1904 3.1214
N 0.7498 -2.0164 2.8171
O -0.0658 -1.8337 1.7931
C 0.6198 -3.2379 3.5593
C 0.1216 -4.3486 2.9008
C 0.0103 -5.5398 3.6008
C 0.3895 -5.6064 4.9338
C 0.8735 -4.4754 5.5775
C 0.9872 -3.2758 4.8944
H -0.1851 -4.2647 1.8684
H -0.3770 -6.4171 3.1006
H 0.2988 -6.5385 5.4753
H 1.1538 -4.5225 6.6211
H 1.3527 -2.3827 5.3799
Br -4.5121 -2.0400 -1.8801
C -3.1894 -1.2184 -2.9585
C -3.4047 -1.2472 -4.3295
C -2.4714 -0.6952 -5.1910
C -1.3132 -0.1264 -4.6827
C -1.0990 -0.1191 -3.3160
C -2.0328 -0.6521 -2.4292
C -1.7548 -0.5427 -0.9466
O -2.6461 -0.3700 -0.1416
O -0.4826 -0.6356 -0.6831
H -4.3046 -1.7070 -4.7135
H -2.6498 -0.7186 -6.2585
H -0.5761 0.3045 -5.3481
H -0.1996 0.3173 -2.9065
```

Results
lowest unoccupied orbital energy (spin up / spin down): -0.9 / -0.9 eV

---

[4]
This record from the Open Molecules 2025 dataset describes a structure of composition C27H21Cl2N5O2PtSTe. The level of theory is ωB97M-V/def2-TZVPD.

Structure (XYZ):
```
60
C27H21Cl2N5O2PtSTe | the Open Molecules 2025 dataset | ωB97M-V/def2-TZVPD
Pt 0.3094 -0.1488 0.6560
Cl -3.2570 -1.1522 -5.0162
C -2.8123 -0.8973 -3.3889
C -1.4882 -0.8183 -3.0627
C -1.1153 -0.5941 -1.7127
N 0.1443 -0.4642 -1.2684
C 1.4018 -0.6078 -1.9918
O 1.4018 -0.9041 -3.1852
C 2.5124 -0.4355 -1.1187
C 3.8395 -0.4835 -1.6111
C 4.8913 -0.3333 -0.7629
C 4.6466 -0.1373 0.6268
C 3.3610 -0.0995 1.0686
N 2.2924 -0.2421 0.2475
C -2.1574 -0.4584 -0.7013
C -3.4968 -0.5447 -1.0624
C -3.8305 -0.7593 -2.3868
Cl -5.4683 -0.8520 -2.8185
N -1.6763 -0.2611 0.5698
C -2.3933 -0.1209 1.7290
O -3.5935 -0.1444 1.8504
C -1.4752 0.0452 2.9238
C -2.0269 0.1942 4.1793
C -1.1852 0.3131 5.2755
C 0.1849 0.2640 5.0755
C 0.6695 0.1142 3.7890
N -0.1368 0.0200 2.7275
H -0.7221 -0.8903 -3.8195
H 3.9711 -0.6311 -2.6743
H 5.9057 -0.3577 -1.1352
H 5.4575 -0.0193 1.3294
H 3.1382 0.0439 2.1171
H -4.2725 -0.4364 -0.3207
H -3.1045 0.2116 4.2671
H -1.5932 0.4335 6.2699
H 0.8806 0.3389 5.8990
H 1.7320 0.0644 3.5977
S 0.8849 4.4373 1.5644
C 0.8610 2.7449 1.6425
N 0.2644 2.1273 0.6632
C -0.2263 3.0328 -0.2829
C -0.9016 2.7513 -1.4718
C -1.3051 3.8018 -2.2645
C -1.0541 5.1324 -1.9011
C -0.3883 5.4285 -0.7341
C 0.0233 4.3637 0.0667
H 1.3365 2.2273 2.4602
H -1.0986 1.7383 -1.7814
H -1.8237 3.5968 -3.1912
H -1.3846 5.9331 -2.5477
H -0.1858 6.4511 -0.4467
C 0.5499 -5.6031 0.4541
Te -0.4158 -3.8725 -0.2618
C 0.3526 -3.9603 -2.2208
H 1.5984 -5.5400 0.1682
H 0.0854 -6.4712 -0.0128
H 0.4359 -5.6440 1.5334
H -0.0156 -4.8690 -2.6954
H 1.4394 -3.9835 -2.1421
H 0.0333 -3.0724 -2.7601
```

Results
spin multiplicity: 5
<S²>: 6.044
total charge: +2
lowest unoccupied orbital energy (spin up / spin down): -5.9 / -9.5 eV

---

Record-wise total energy values, in hartree: -33255.624203 -2566.312530 -5966.361131 -3171.061446
Record-wise energy above the lowest of the compared OMol25 structures with the same formula, charge and spin values, in kcal per mole: 0.0 115.1 0.0 19.0